1.
Below is an isolated molecule of C5H2O, with properties calculated with ωB97M-V/def2-TZVPD.

Results
Kohn-Sham gap in hartree: 0.3514
HOMO in eV: -10.13
Energy in Eh: -266.8157
SMILES: C#CC#CC=O
Energy above the lowest of the compared OMol25 structures with the same formula, charge and spin in kcal/mol: 1.92

Cartesian coordinates (Å):
C: -1.074 -2.575 -0.746
C: -0.458 -1.602 -0.390
C: 0.151 -0.426 -0.007
C: 0.571 0.666 0.298
C: 0.790 2.078 0.576
O: -0.055 2.895 0.291
H: -1.667 -3.399 -1.075
H: 1.742 2.363 1.054

Cartesian forces, eV/Å:
C 0.206 0.444 0.128
C -0.229 -0.397 -0.134
C 0.105 0.377 0.100
C -0.363 -0.345 -0.186
C -0.240 0.220 -0.080
O 0.457 -0.260 0.168
H 0.163 0.028 0.065
H -0.098 -0.068 -0.062

2.
Below is a structure of composition C22H25Br33O4S in a non-equilibrium geometry, with properties calculated with ωB97M-V/def2-TZVPD.

Results
Kohn-Sham gap in hartree: 0.3310
HOMO in eV: -9.50
Energy in Eh: -86494.7480

Cartesian coordinates (Å):
C: 0.011 -2.686 -1.569
S: 0.188 -0.912 -1.314
O: 1.539 -0.456 -1.528
O: -0.684 -0.283 -2.286
C: -0.491 -0.443 0.311
C: -0.293 1.062 0.516
C: 0.782 1.447 1.575
C: 1.876 0.416 1.791
C: 3.005 0.308 1.009
C: 3.943 -0.662 1.288
C: 3.766 -1.515 2.341
C: 2.663 -1.413 3.167
C: 1.735 -0.443 2.864
O: -1.917 -0.684 0.179
C: -2.349 -1.521 1.188
O: -2.085 -2.699 1.235
H: 0.955 -3.059 -1.966
H: -0.220 -3.119 -0.586
H: -0.837 -2.900 -2.218
H: -0.152 -1.067 1.141
H: -1.254 1.444 0.879
H: -0.108 1.603 -0.416
H: 0.376 1.719 2.553
H: 1.279 2.351 1.196
H: 3.103 0.997 0.173
H: 4.819 -0.756 0.653
H: 4.480 -2.302 2.573
H: 2.537 -2.081 4.011
H: 0.858 -0.340 3.507
H: -2.967 -1.055 1.982
C: 3.409 0.160 -4.511
Br: 4.014 0.931 -6.176
Br: 2.605 -1.567 -4.779
Br: 4.820 0.096 -3.201
H: 2.639 0.809 -4.118
C: 1.426 4.801 3.881
Br: 0.069 3.854 4.871
Br: 3.052 3.772 3.737
Br: 0.784 5.371 2.156
H: 1.662 5.695 4.443
C: -4.149 -5.337 0.526
Br: -5.780 -4.311 0.620
Br: -3.913 -6.436 2.089
Br: -4.039 -6.367 -1.099
H: -3.332 -4.627 0.509
C: -3.845 1.339 -2.426
Br: -4.941 -0.237 -2.258
Br: -3.943 2.090 -4.197
Br: -4.262 2.644 -1.068
H: -2.819 1.027 -2.267
C: 7.992 0.490 -6.404
Br: 8.233 1.350 -4.701
Br: 8.941 1.404 -7.811
Br: 8.444 -1.381 -6.335
H: 6.938 0.554 -6.642
C: 3.807 6.016 6.851
Br: 4.169 4.945 8.410
Br: 2.175 7.029 7.042
Br: 5.296 7.150 6.396
H: 3.666 5.332 6.024
C: 0.897 11.257 6.121
Br: -0.355 9.789 6.202
Br: 2.456 10.939 7.210
Br: 1.372 11.686 4.304
H: 0.395 12.122 6.531
C: -4.918 -1.127 4.756
Br: -6.643 -0.527 5.363
Br: -5.036 -2.755 3.737
Br: -3.986 0.256 3.774
H: -4.327 -1.343 5.636
C: -6.169 -9.583 -2.334
Br: -7.795 -8.555 -2.242
Br: -5.926 -10.677 -0.766
Br: -6.070 -10.622 -3.955
H: -5.349 -8.879 -2.357
C: -9.551 -4.590 -0.377
Br: -9.587 -4.911 -2.276
Br: -10.439 -2.943 0.085
Br: -10.255 -6.086 0.612
H: -8.514 -4.482 -0.092
C: 6.530 0.682 -10.688
Br: 7.003 1.202 -12.482
Br: 5.519 2.055 -9.792
Br: 5.616 -1.014 -10.649
H: 7.453 0.558 -10.137

Cartesian forces, eV/Å:
C -0.033 0.016 1.205
S -0.126 0.872 -2.918
O 0.517 -0.732 1.382
O -0.967 -0.119 0.516
C -0.763 0.241 -0.183
C 0.063 0.333 0.830
C 1.057 0.196 -0.736
C -0.657 0.338 0.450
C -0.265 0.630 -0.478
C 0.632 0.178 -0.839
C 0.400 -1.087 0.885
C 0.020 -0.026 -0.184
C -0.802 -0.156 0.873
O 0.075 -0.475 0.954
C -0.330 -1.154 0.016
O 0.053 1.024 -0.266
H -0.097 0.099 0.070
H 0.259 -0.128 -0.203
H 0.161 0.393 -0.085
H 0.604 0.143 -0.330
H 0.060 -0.157 -0.186
H 0.062 -0.403 -0.035
H -0.296 -0.182 -0.234
H -0.196 -0.049 0.167
H 0.235 -0.217 0.025
H -0.079 0.013 0.077
H 0.118 0.198 -0.235
H -0.025 0.092 -0.067
H 0.103 0.021 -0.097
H 0.197 0.042 -0.810
C -0.067 0.029 0.163
Br 0.008 -0.079 0.044
Br 0.075 0.026 -0.064
Br -0.078 -0.028 -0.106
H 0.012 -0.037 0.003
C -0.032 0.059 -0.014
Br 0.091 0.033 -0.057
Br -0.098 -0.010 -0.025
Br 0.039 -0.058 0.096
H -0.047 -0.018 -0.009
C 0.085 -0.029 0.029
Br 0.090 -0.068 -0.085
Br -0.059 0.068 -0.096
Br -0.029 0.060 0.049
H -0.047 0.010 0.024
C 0.217 -0.099 0.012
Br 0.023 0.074 0.020
Br -0.036 -0.027 0.125
Br 0.007 -0.067 -0.053
H -0.035 -0.039 -0.018
C -0.165 -0.062 0.022
Br 0.084 -0.004 -0.106
Br 0.051 -0.017 0.068
Br -0.008 0.117 -0.012
H 0.029 -0.006 0.012
C 0.009 -0.027 0.032
Br -0.023 0.081 -0.083
Br 0.090 -0.073 -0.058
Br -0.101 -0.044 0.039
H 0.031 0.003 0.037
C 0.048 0.021 0.020
Br 0.104 0.063 -0.004
Br -0.121 0.008 -0.098
Br -0.020 -0.064 0.100
H -0.002 -0.035 -0.014
C -0.011 -0.089 0.108
Br 0.113 -0.017 -0.090
Br 0.004 0.165 0.036
Br -0.225 0.174 0.318
H 0.008 0.058 -0.031
C -0.020 0.015 0.007
Br 0.078 -0.022 0.018
Br -0.021 0.057 -0.088
Br -0.019 0.039 0.096
H -0.023 -0.022 0.015
C -0.024 -0.008 0.014
Br -0.001 0.006 0.092
Br 0.038 -0.093 -0.029
Br 0.037 0.078 -0.069
H -0.025 -0.040 -0.033
C 0.020 -0.056 -0.013
Br -0.056 -0.022 0.104
Br 0.016 -0.056 -0.021
Br 0.036 0.108 0.008
H -0.033 0.018 -0.001

3.
Below is a structure of composition C15H4Cl4F6N5O9RhS2, with properties calculated with ωB97M-V/def2-TZVPD.

Results
Kohn-Sham gap (spin up / spin down) in hartree: 0.2584 / 0.2600
Net charge: -2
HOMO (spin up / spin down) in eV: -3.19 / -4.20
Expectation value of S²: 6.028
Spin multiplicity: 5
Energy in Eh: -4871.9052
Energy above the lowest of the compared OMol25 structures with the same formula, charge and spin in kcal/mol: 0.00

Cartesian coordinates (Å):
Rh: 0.566 -0.340 0.334
Cl: -2.150 -3.996 5.716
C: -1.919 -2.871 4.425
C: -2.969 -1.967 4.098
Cl: -4.436 -2.018 5.010
C: -2.820 -1.064 3.081
Cl: -4.064 0.052 2.671
C: -1.614 -1.002 2.310
O: -1.456 -0.195 1.365
C: -0.525 -1.930 2.654
O: 0.542 -1.891 2.005
C: -0.741 -2.850 3.731
Cl: 0.550 -3.926 4.099
F: -3.842 -1.670 -0.258
C: -3.213 -1.762 -1.431
F: -3.994 -2.458 -2.266
F: -3.051 -0.542 -1.924
S: -1.561 -2.622 -1.192
O: -0.593 -1.546 -1.305
O: -1.692 -3.306 0.057
N: -1.434 -3.679 -2.347
S: -1.161 -3.248 -3.851
O: -1.911 -2.109 -4.298
O: -1.148 -4.444 -4.641
C: 0.629 -2.669 -3.863
F: 1.247 -3.168 -4.947
F: 1.290 -3.078 -2.786
F: 0.705 -1.340 -3.932
O: 1.395 1.085 1.669
N: 2.446 1.769 1.382
C: 2.261 3.021 1.036
C: 3.418 3.804 0.745
N: 4.339 4.454 0.505
C: 0.980 3.652 0.952
N: -0.018 4.223 0.917
O: 1.109 1.174 -1.513
C: 2.166 0.543 -1.646
C: 3.271 0.864 -2.629
C: 4.349 -0.141 -2.238
C: 3.675 -1.033 -1.182
O: 4.199 -2.016 -0.703
N: 2.433 -0.531 -0.888
H: 3.564 1.909 -2.525
H: 2.889 0.721 -3.641
H: 5.209 0.334 -1.762
H: 4.718 -0.759 -3.055

Cartesian forces, eV/Å:
Rh 0.156 -0.300 -0.111
Cl 0.011 -0.009 0.005
C 0.016 -0.043 0.028
C -0.045 0.034 -0.001
Cl -0.010 0.009 -0.004
C -0.007 0.033 -0.038
Cl -0.013 0.004 -0.004
C -0.018 0.045 -0.077
O 0.012 -0.007 0.009
C 0.002 -0.020 -0.003
O -0.067 0.033 -0.087
C 0.051 -0.022 -0.012
Cl 0.009 -0.017 0.015
F 0.005 0.012 -0.024
C 0.041 0.012 -0.126
F -0.030 0.002 0.148
F -0.031 -0.013 0.036
S -0.064 -0.283 -0.085
O -0.054 0.072 0.086
O -0.014 0.093 0.074
N -0.082 0.265 -0.078
S 0.217 -0.211 0.239
O -0.002 -0.001 -0.044
O -0.017 0.070 -0.103
C -0.030 0.116 0.060
F -0.017 0.026 0.006
F 0.042 -0.101 -0.128
F 0.008 -0.077 -0.020
O 0.153 0.436 0.131
N 0.017 -0.010 -0.033
C -0.045 -0.274 0.058
C 0.163 0.020 -0.050
N -0.049 -0.015 0.014
C -0.236 0.124 0.068
N 0.059 -0.049 -0.024
O -0.054 0.008 0.070
C -0.067 0.015 -0.042
C 0.007 -0.017 -0.007
C 0.022 0.033 0.028
C -0.009 -0.029 -0.019
O 0.023 -0.003 0.028
N -0.040 0.065 0.037
H 0.003 0.000 0.005
H -0.006 0.000 -0.004
H 0.014 -0.016 -0.018
H -0.022 -0.010 -0.006

4.
Below is a structure of composition C33H33HoN10OSSi in a non-equilibrium geometry, with properties calculated with ωB97M-V/def2-TZVPD.

Results
Kohn-Sham gap (spin up / spin down) in hartree: 0.2679 / 0.2698
Net charge: +2
HOMO (spin up / spin down) in eV: -13.04 / -12.94
Expectation value of S²: 6.006
Spin multiplicity: 5
Energy in Eh: -3535.4161
Energy above the lowest of the compared OMol25 structures with the same formula, charge and spin in kcal/mol: 0.00

Cartesian coordinates (Å):
Ho: -0.003 -0.015 -0.061
C: 2.499 5.328 0.814
N: 2.024 4.073 0.184
C: 1.736 2.929 0.772
N: 1.252 2.076 -0.135
C: 1.261 2.813 -1.292
N: 1.716 4.026 -1.138
C: 1.556 5.804 1.889
C: 2.074 6.426 3.015
C: 1.218 6.919 3.994
C: -0.152 6.779 3.860
C: -0.670 6.146 2.732
C: 0.181 5.669 1.746
C: -2.123 5.992 2.593
N: -3.047 6.391 3.381
N: -4.261 5.987 2.791
C: -3.942 5.382 1.710
O: -2.598 5.335 1.501
C: -4.821 4.749 0.722
C: -6.199 4.760 0.933
C: -7.037 4.160 0.011
C: -6.509 3.538 -1.117
C: -5.139 3.531 -1.330
C: -4.565 2.852 -2.546
N: -3.617 1.782 -2.160
C: -2.316 1.864 -1.975
N: -1.860 0.704 -1.492
C: -3.003 -0.056 -1.396
N: -4.081 0.562 -1.790
C: -4.298 4.145 -0.410
H: 2.584 6.036 -0.007
H: 3.496 5.147 1.212
H: 1.888 2.735 1.823
H: 0.936 2.441 -2.253
H: 3.146 6.537 3.131
H: 1.627 7.408 4.868
H: -0.828 7.151 4.619
H: -0.243 5.209 0.860
H: -6.597 5.240 1.817
H: -8.106 4.165 0.172
H: -7.172 3.058 -1.827
H: -4.013 3.541 -3.184
H: -5.338 2.370 -3.136
H: -1.734 2.742 -2.210
H: -3.029 -1.078 -1.049
H: -3.223 4.161 -0.562
S: 4.509 -3.897 -3.632
C: 3.374 -3.008 -2.669
C: 2.635 -3.516 -1.596
C: 1.777 -2.680 -0.924
N: 1.597 -1.384 -1.246
C: 2.310 -0.895 -2.280
C: 3.192 -1.653 -3.001
C: 4.395 -5.544 -2.989
C: 3.700 -6.507 -3.702
C: 3.660 -7.796 -3.182
N: 4.241 -8.147 -2.036
C: 4.920 -7.208 -1.374
C: 5.038 -5.897 -1.811
H: 2.720 -4.549 -1.290
H: 1.212 -3.062 -0.080
H: 2.161 0.148 -2.536
H: 3.737 -1.203 -3.821
H: 3.206 -6.270 -4.635
H: 3.131 -8.578 -3.713
H: 5.401 -7.520 -0.454
H: 5.632 -5.181 -1.256
C: 0.660 0.320 3.480
Si: -0.677 -0.691 2.622
C: -2.327 -0.019 3.160
C: -0.527 -2.462 3.165
H: 0.625 0.118 4.556
H: 0.499 1.397 3.355
H: 1.675 0.080 3.147
H: -2.385 -0.079 4.252
H: -3.156 -0.602 2.753
H: -2.479 1.026 2.880
H: -0.742 -2.514 4.237
H: 0.476 -2.868 3.010
H: -1.241 -3.111 2.653

Cartesian forces, eV/Å:
Ho 0.482 0.481 -1.022
C -0.057 -0.254 -0.191
N -0.039 0.434 -0.147
C 0.125 -0.096 0.060
N -0.488 -0.510 0.003
C 0.065 0.116 -0.018
N 0.061 -0.148 0.380
C 0.005 -0.022 0.011
C -0.015 0.041 0.089
C 0.017 -0.001 -0.006
C 0.011 -0.003 0.027
C -0.222 0.048 0.083
C 0.048 -0.024 -0.090
C 0.484 -0.028 -0.087
N -0.626 -0.094 -0.126
N 0.455 0.228 0.401
C -0.120 -0.221 -0.404
O -0.030 0.005 0.029
C -0.014 0.122 0.210
C -0.074 0.006 -0.004
C 0.004 -0.011 -0.013
C -0.065 0.002 0.044
C -0.019 -0.038 0.048
C 0.208 -0.185 0.016
N -0.474 0.025 0.004
C 0.094 0.005 -0.079
N 0.318 -0.361 0.677
C -0.135 -0.032 -0.090
N 0.325 0.296 -0.037
C 0.079 -0.031 -0.048
H -0.011 0.015 -0.040
H 0.029 0.005 0.017
H -0.048 0.000 -0.019
H 0.015 -0.009 0.016
H -0.029 -0.011 0.005
H -0.010 -0.007 -0.014
H 0.012 -0.011 -0.026
H 0.026 0.006 0.013
H 0.023 -0.016 -0.023
H 0.028 0.002 -0.013
H 0.025 0.011 0.014
H 0.016 0.019 -0.005
H -0.022 0.012 -0.035
H -0.006 -0.022 0.046
H 0.019 0.015 0.015
H -0.028 0.008 -0.025
S -0.010 0.160 -0.040
C 0.116 -0.013 -0.123
C -0.066 -0.043 0.011
C 0.058 -0.051 0.003
N -0.563 0.309 0.508
C 0.083 -0.106 -0.101
C 0.006 0.057 0.010
C -0.023 -0.116 0.103
C -0.038 0.019 0.010
C 0.045 -0.095 0.138
N 0.028 0.237 -0.085
C -0.074 -0.170 -0.047
C 0.065 0.067 -0.020
H 0.032 0.005 -0.006
H -0.052 0.017 0.006
H -0.010 0.012 0.033
H -0.005 -0.038 0.018
H 0.009 -0.010 0.012
H 0.002 -0.003 0.015
H -0.009 -0.019 -0.021
H -0.043 -0.011 -0.003
C 0.207 0.164 0.168
Si 0.081 0.074 -0.601
C -0.266 0.093 0.166
C 0.036 -0.295 0.159
H 0.040 0.064 -0.035
H 0.000 -0.030 0.038
H -0.012 -0.001 0.034
H -0.084 0.028 -0.037
H -0.002 0.025 0.025
H -0.006 -0.012 0.014
H 0.028 -0.076 -0.041
H -0.034 -0.003 0.009
H 0.017 -0.005 0.034